Record 1
Density functional theory data (ωB97M-V with the def2-TZVPD basis set) for one molecule with the formula C25H30N2O6S in a non-equilibrium geometry.

Properties
E_HOMO	-8.4	eV
structure (SMILES)	COc1ccc(NC(=O)Cc2coc3cc(C)c(C(C)C)cc23)cc1S(=O)(=O)N1CCOCC1
energy relative to the best compared isomer or geometry (same formula, charge and spin)	25.6	kcal per mole

```
! RIJCOSX wB97M-V def2-TZVPD def2/J DEFGRID3
* xyz 0 1
C -4.1048 -2.9526 -0.3182
O -2.7382 -3.1578 -0.0418
C -1.8156 -2.5029 -0.7797
C -2.1037 -1.5126 -1.7200
C -1.0844 -0.8507 -2.3773
C 0.2513 -1.1595 -2.1321
N 1.2392 -0.4193 -2.7838
C 2.5347 -0.2408 -2.3833
O 3.0791 -0.8850 -1.5196
C 3.2230 0.8863 -3.1443
C 2.3866 2.1249 -3.1556
C 2.2578 3.0475 -4.1426
O 1.4093 4.0535 -3.8132
C 0.9593 3.7763 -2.5648
C 0.0519 4.4917 -1.8026
C -0.2950 4.0047 -0.5525
C -1.2907 4.7826 0.2590
C 0.2749 2.8089 -0.0639
C -0.1280 2.2296 1.2756
C 1.0819 1.8643 2.1377
C -1.0173 1.0020 1.0506
C 1.1859 2.1107 -0.8334
C 1.5341 2.5851 -2.0931
C 0.5435 -2.1786 -1.2286
C -0.4755 -2.8316 -0.5697
S 0.0166 -4.0739 0.6396
O 1.3484 -4.4878 0.3178
O -0.9863 -5.0805 0.7935
N 0.1081 -3.2295 2.0764
C -1.1475 -2.7584 2.6118
C -0.9130 -2.3113 4.0562
O 0.0811 -1.3136 4.1154
C 1.3043 -1.7891 3.5973
C 1.1502 -2.2295 2.1402
H -4.6367 -3.6382 0.3385
H -4.4100 -1.9246 -0.0950
H -4.3451 -3.1890 -1.3588
H -3.1243 -1.2400 -1.9346
H -1.3319 -0.0723 -3.0850
H 0.8913 0.2322 -3.4748
H 4.1792 1.0744 -2.6495
H 3.4298 0.5620 -4.1669
H 2.7129 3.1067 -5.1126
H -0.3770 5.4055 -2.1827
H -0.8462 5.1261 1.1921
H -1.6291 5.6538 -0.2957
H -2.1597 4.1724 0.5004
H -0.7100 2.9677 1.8306
H 1.7122 2.7374 2.2927
H 0.7462 1.4982 3.1054
H 1.6831 1.0863 1.6754
H -0.4940 0.2505 0.4617
H -1.2963 0.5671 2.0080
H -1.9225 1.2783 0.5122
H 1.6290 1.1997 -0.4652
H 1.5591 -2.4778 -1.0309
H -1.8564 -3.5830 2.5535
H -1.5290 -1.9056 2.0299
H -1.8170 -1.8684 4.4778
H -0.6098 -3.1785 4.6594
H 2.0123 -0.9632 3.6785
H 1.6563 -2.6400 4.1970
H 2.0664 -2.6846 1.7666
H 0.8962 -1.3562 1.5212
*
```


Record 2
Density functional theory data (ωB97M-V with the def2-TZVPD basis set) for one molecule with the formula C25H30N4O2 in a non-equilibrium geometry.

Properties
E_HOMO	-7.3	eV
structure (SMILES)	COc1ccc(N2CCN(c3ccc(NC(=O)C4CCCCC4)cc3C#N)CC2)cc1
energy relative to the best compared isomer or geometry (same formula, charge and spin)	583.8	kcal per mole

```
! RIJCOSX wB97M-V def2-TZVPD def2/J DEFGRID3
* xyz 0 1
C 6.4196 5.5387 4.9309
O 5.9339 5.2992 3.5830
C 5.2800 4.3397 3.1697
C 5.0687 3.2948 3.8588
C 4.2102 2.3693 3.5504
C 3.7114 2.4650 2.2580
N 3.1363 1.0533 1.8928
C 1.9266 0.7465 2.3408
C 1.6590 -0.8258 2.1943
N 1.3606 -0.8516 0.8844
C 0.1524 -1.1119 0.1009
C 0.1250 -1.7251 -1.0368
C -1.0844 -2.3018 -1.6730
C -2.3296 -1.8287 -0.9800
N -3.5498 -2.2600 -1.6914
C -3.7114 -2.6953 -3.0152
O -2.9143 -3.3326 -3.5139
C -5.2515 -2.7854 -3.0884
C -5.5880 -3.7566 -4.3754
C -5.0930 -3.2624 -5.5987
C -5.6352 -1.8448 -5.8744
C -5.4355 -0.9220 -4.6234
C -5.8192 -1.4628 -3.4410
C -2.1678 -1.3396 0.1705
C -1.1098 -0.8603 1.0181
C -1.3111 -0.3194 2.1662
N -1.5941 0.3996 3.1462
C 2.5798 -0.6781 0.1174
C 2.8296 0.8715 0.3848
C 4.1762 3.2276 1.4198
C 4.9506 4.2956 1.9286
H 6.9668 6.3702 4.9130
H 5.3877 5.6595 5.6570
H 7.2036 4.6222 5.0456
H 5.2199 3.2132 5.1571
H 3.9752 1.5044 4.2965
H 1.9249 0.8341 3.6695
H 1.0292 1.3202 2.1689
H 0.5495 -1.0449 2.7245
H 2.2509 -1.2694 2.6838
H 0.9781 -2.0304 -1.7015
H -1.0741 -2.5629 -2.7636
H -4.3849 -1.9831 -1.2412
H -5.5800 -3.4184 -2.1724
H -4.9347 -4.6676 -4.1996
H -6.5504 -3.8994 -4.4562
H -4.1621 -2.9335 -5.7153
H -5.4490 -3.6295 -6.2853
H -5.4161 -1.3353 -6.7093
H -6.8400 -1.8613 -5.6926
H -4.2139 -0.8953 -4.6711
H -6.0303 0.2529 -4.6582
H -6.9267 -1.5969 -3.4213
H -5.7438 -0.9878 -2.3554
H -3.0670 -1.3442 0.7342
H 2.4511 -0.6193 -0.8388
H 3.3186 -1.0464 0.3460
H 3.7480 1.1589 -0.1424
H 1.9039 1.3553 -0.0975
H 3.7344 3.2741 0.6027
H 5.1080 5.1799 1.2139
*
```


Record 3
Density functional theory data (ωB97M-V with the def2-TZVPD basis set) for C25H30N4O4 as an isolated structure in a non-equilibrium geometry.

Properties
E_HOMO	-8.1	eV
energy relative to the best compared isomer or geometry (same formula, charge and spin)	510.4	kcal per mole

```
! RIJCOSX wB97M-V def2-TZVPD def2/J DEFGRID3
* xyz 0 1
C -1.4208 -1.5849 -7.4637
H -1.0831 -2.6632 -7.3633
O -2.0224 -1.1145 -6.4691
C -1.2057 -0.8819 -5.2361
C -1.6769 -0.2196 -4.1913
C -1.2530 0.0184 -2.8367
C 0.0025 -0.3283 -2.6127
C 0.7915 -1.2261 -3.7722
C 0.1546 -1.3933 -4.9580
H 0.6485 -1.7654 -5.8386
H 1.6058 -1.6259 -3.5294
O 0.7684 -0.5309 -1.4393
H 0.2460 -0.0002 -0.9418
C -2.0962 0.5939 -1.7879
N -1.5813 0.0616 -0.4849
C -2.2300 -1.1467 -0.1979
C -1.4661 -1.6761 0.9035
H -1.8835 -2.7671 1.1565
H -0.4580 -2.0030 0.6980
C -1.9535 -0.9537 2.2379
N -1.1373 -1.5394 3.4049
C -0.0642 -1.7001 3.8402
C 0.0120 -2.3401 4.9751
C -1.3773 -2.3012 5.4227
N -1.9163 -2.1647 4.3631
H -1.6632 -2.7644 6.1548
H 1.0851 -2.4341 5.4406
N 1.0466 -1.5388 2.8000
C 2.3676 -1.6673 3.0684
O 2.7758 -2.4177 3.8267
C 3.3039 -1.2657 1.9163
C 3.4799 0.3297 2.0355
O 2.1428 0.8769 1.4043
C 2.1882 2.3476 1.2466
C 1.1544 2.7481 0.3844
C 0.7699 3.8922 0.1461
C 1.8326 4.8696 0.7466
C 2.4638 4.6739 1.7310
C 2.8580 3.1617 1.9299
H 3.5467 2.8304 2.7391
H 3.2031 5.4100 2.1291
H 1.3584 6.1059 0.8273
H 0.1823 4.4200 -0.4532
H 0.5964 2.0857 -0.1324
H 4.2940 0.6848 1.6174
H 3.4086 0.7145 2.9276
H 4.3343 -1.4284 1.9813
H 2.9970 -1.2767 0.7751
H 0.9507 -0.8729 2.0335
C -1.5528 0.4701 2.0713
C -2.1599 0.8870 0.5977
H -3.2518 0.8424 0.6947
H -1.8884 1.8818 0.2349
H -0.4846 0.7709 1.7824
H -1.9581 1.2174 2.6550
H -3.1481 -1.0258 2.3906
H -3.1673 -1.2640 -0.1803
H -1.9193 -1.8023 -1.0786
H -1.7883 1.6323 -1.8130
H -3.3604 0.7816 -2.0801
H -2.8115 0.0602 -4.3543
H -2.1678 -1.5691 -8.2551
H -0.4224 -1.1153 -7.8203
*
```